Molecular formula: C3H3N3
Method: DFT, wB97M-V/def2-TZVPD

Element x y z (Å)
N -0.76 1.40 2.16
C -0.24 0.80 1.32
C 0.38 0.13 0.15
N -0.30 0.60 -1.05
C 0.34 -1.36 0.22
N 0.23 -2.49 0.00
H 1.43 0.44 0.12
H 0.17 0.23 -1.87
H -1.25 0.25 -1.03

Summary:
* E_LUMO: 0.016 Ha
* SMILES string: N#CC(N)C#N
* total charge: 0
* 2S+1: 1
* highest occupied orbital energy: -11.2 eV
* energy relative to the best compared isomer or geometry (same formula, charge and spin): 93.3 kJ/mol
* gap between HOMO and LUMO: 11.6716 eV
* molecular weight: 81.078 u

Molecular formula: C3H3N3O
Method: DFT, wB97M-V/def2-TZVPD

Element x y z (Å)
N 2.24 -0.20 0.72
C 1.21 -0.36 0.07
N -0.77 0.85 -0.93
N -0.62 1.52 -1.91
O -1.70 -0.89 2.21
C -1.69 -0.16 1.34
C 0.05 -0.47 -0.53
H 3.04 0.12 0.18
H -1.47 1.01 -0.17
H -0.28 -1.41 -0.96

Summary:
* E_LUMO: 0.021 Ha
* total charge: 0
* 2S+1: 1
* highest occupied orbital energy: -8.2 eV
* energy relative to the best compared isomer or geometry (same formula, charge and spin): 474.8 kJ/mol
* gap between HOMO and LUMO: 8.7955 eV
* molecular weight: 97.077 u

Molecular formula: C3H3N3O
Method: DFT, wB97M-V/def2-TZVPD

Element x y z (Å)
N 2.33 -0.20 0.73
C 1.23 -0.37 0.19
N -0.88 1.22 -1.03
N -0.65 1.76 -1.97
O -1.68 -0.58 2.01
C -1.40 -0.02 1.02
C -0.01 -0.58 -0.17
H 3.02 0.33 0.22
H -1.60 0.93 0.21
H -0.24 -1.38 -0.88

Summary:
* E_LUMO: 0.009 Ha
* total charge: 0
* 2S+1: 1
* highest occupied orbital energy: -8.6 eV
* energy relative to the best compared isomer or geometry (same formula, charge and spin): 412.4 kJ/mol
* gap between HOMO and LUMO: 8.8860 eV
* molecular weight: 97.077 u

Molecular formula: C3H3N3O
Method: DFT, wB97M-V/def2-TZVPD

Element x y z (Å)
N 2.80 -0.03 0.27
C 1.61 -0.31 0.19
N -0.31 1.57 -0.68
N -0.60 0.48 -0.22
O -2.41 -0.49 0.94
C -2.03 0.21 0.05
C 0.32 -0.56 0.21
H 3.35 -0.15 -0.58
H -2.64 0.81 -0.65
H -0.09 -1.53 0.47

Summary:
* E_LUMO: -0.007 Ha
* total charge: 0
* 2S+1: 1
* highest occupied orbital energy: -8.7 eV
* energy relative to the best compared isomer or geometry (same formula, charge and spin): 421.2 kJ/mol
* gap between HOMO and LUMO: 8.5544 eV
* molecular weight: 97.077 u

Molecular formula: C3H3N3O
Method: DFT, wB97M-V/def2-TZVPD

Element x y z (Å)
C -1.50 0.98 -1.20
C 0.13 -0.22 -2.47
C -0.94 -0.26 -1.56
N -1.99 1.98 -0.91
N 1.00 -0.14 -3.21
N 0.64 0.43 0.78
O -1.39 -1.42 -1.11
H 1.52 0.01 0.47
H 0.75 1.44 0.71
H -2.01 -1.30 -0.37

Summary:
* E_LUMO (spin up / spin down): -0.067 / -0.044 Ha
* total charge: 0
* 2S+1: 1
* highest occupied orbital energy (spin up / spin down): -11.7 / -9.2 eV
* energy relative to the best compared isomer or geometry (same formula, charge and spin): 437.3 kJ/mol
* gap between HOMO and LUMO (spin up / spin down): 9.8631 / 8.0144 eV
* molecular weight: 97.077 u

Molecular formula: C3H3N3O
Method: DFT, wB97M-V/def2-TZVPD

Element x y z (Å)
O 2.02 -0.39 0.23
C 0.74 -0.04 0.15
C 0.26 1.27 0.03
N -1.03 1.50 -0.17
N -1.89 0.47 -0.36
C -1.38 -0.74 -0.16
N -0.12 -1.01 0.20
H 2.01 -1.36 0.30
H 0.95 2.10 0.12
H -1.54 -1.81 -0.33

Summary:
* E_LUMO: 0.005 Ha
* SMILES string: Oc1cnncn1
* total charge: 0
* 2S+1: 1
* highest occupied orbital energy: -9.9 eV
* energy relative to the best compared isomer or geometry (same formula, charge and spin): 215.6 kJ/mol
* gap between HOMO and LUMO: 10.0294 eV
* molecular weight: 97.077 u

Molecular formula: C3H3N3O
Method: DFT, wB97M-V/def2-TZVPD

Element x y z (Å)
H -2.88 0.34 0.05
N -2.37 -0.53 0.21
C -1.16 -0.20 -0.13
N -0.53 1.09 -0.34
C 0.80 0.98 -0.02
C 1.41 -0.34 0.26
N 0.96 -1.55 -0.23
O -0.30 -1.47 -0.18
H 1.49 1.87 0.07
H 2.59 -0.19 0.30

Summary:
* E_LUMO: -0.043 Ha
* SMILES string: [H]/N=c1\nccno1
* total charge: 0
* 2S+1: 1
* highest occupied orbital energy: -9.6 eV
* energy relative to the best compared isomer or geometry (same formula, charge and spin): 455.8 kJ/mol
* gap between HOMO and LUMO: 8.3995 eV
* molecular weight: 97.077 u

Molecular formula: C3H3N3O
Method: DFT, wB97M-V/def2-TZVPD

Element x y z (Å)
N 0.72 1.92 1.12
C 0.18 1.21 0.28
N -1.63 -0.32 -0.41
N -1.71 -1.44 0.09
O 2.22 -1.49 -0.32
C 1.13 -1.71 -0.14
C -0.33 0.38 -0.60
H 0.25 2.81 1.29
H -0.79 -1.84 0.32
H -0.04 0.48 -1.64

Summary:
* E_LUMO: 0.019 Ha
* total charge: 0
* 2S+1: 1
* highest occupied orbital energy: -8.7 eV
* energy relative to the best compared isomer or geometry (same formula, charge and spin): 399.0 kJ/mol
* gap between HOMO and LUMO: 9.2185 eV
* molecular weight: 97.077 u

Molecular formula: C3H3N3O
Method: DFT, wB97M-V/def2-TZVPD

Element x y z (Å)
H 2.26 -1.08 1.29
N 1.45 -0.45 1.37
C 0.68 -0.55 0.40
O 0.68 -1.34 -0.71
C -0.70 -0.99 -0.61
N -1.20 0.20 -1.05
C -0.53 1.09 -0.43
N -0.27 2.17 0.05
H -1.35 -1.86 -0.58
H -1.02 2.82 0.27

Summary:
* E_LUMO: -0.020 Ha
* SMILES string: [H]/N=C1\O[C@@H]1N=C=N
* total charge: 0
* 2S+1: 1
* highest occupied orbital energy: -9.1 eV
* energy relative to the best compared isomer or geometry (same formula, charge and spin): 505.2 kJ/mol
* gap between HOMO and LUMO: 8.5160 eV
* molecular weight: 97.077 u

Molecular formula: C3H3N3O
Method: DFT, wB97M-V/def2-TZVPD

Element x y z (Å)
O 1.78 -0.48 -0.38
C 0.48 -0.24 0.00
C 0.19 1.22 0.05
N -1.08 1.45 0.04
N -2.22 1.36 0.04
C -0.60 -1.19 -0.17
N -0.13 -1.15 1.00
H 2.08 -1.26 0.11
H 0.92 2.01 -0.01
H -1.42 -1.71 -0.68

Summary:
* E_LUMO: 0.020 Ha
* total charge: 0
* 2S+1: 1
* highest occupied orbital energy: -8.4 eV
* energy relative to the best compared isomer or geometry (same formula, charge and spin): 405.6 kJ/mol
* gap between HOMO and LUMO: 8.9551 eV
* molecular weight: 97.077 u

Molecular formula: C3H3N3O
Method: DFT, wB97M-V/def2-TZVPD

Element x y z (Å)
N -2.24 0.29 -0.54
C -1.26 0.29 0.18
C -0.25 0.20 1.03
C 0.67 -0.94 0.93
O 0.59 -1.81 0.09
H -2.17 0.72 -1.46
H -0.11 0.98 1.77
H 1.48 -0.94 1.68
N 1.07 0.77 -1.97
N 2.11 0.48 -1.78

Summary:
* E_LUMO: 0.018 Ha
* SMILES string: N=C=CC=O.N#N
* total charge: 0
* 2S+1: 1
* highest occupied orbital energy: -9.7 eV
* energy relative to the best compared isomer or geometry (same formula, charge and spin): 75.0 kJ/mol
* gap between HOMO and LUMO: 10.1513 eV
* molecular weight: 97.077 u

Molecular formula: C3H3N3O
Method: DFT, wB97M-V/def2-TZVPD

Element x y z (Å)
N 2.29 -0.27 0.72
C 1.23 -0.46 0.11
N -0.91 1.02 -0.95
N -0.74 1.64 -1.88
O -1.65 -0.82 2.06
C -1.50 -0.17 1.13
C 0.04 -0.62 -0.38
H 3.01 0.23 0.21
H -1.55 0.91 -0.01
H -0.22 -1.46 -1.01

Summary:
* E_LUMO: 0.008 Ha
* total charge: 0
* 2S+1: 1
* highest occupied orbital energy: -8.5 eV
* energy relative to the best compared isomer or geometry (same formula, charge and spin): 529.9 kJ/mol
* gap between HOMO and LUMO: 8.7343 eV
* molecular weight: 97.077 u

Molecular formula: C3H3N3O
Method: DFT, wB97M-V/def2-TZVPD

Element x y z (Å)
N 1.77 0.07 0.78
C 0.83 -0.13 0.06
C -0.40 -0.53 -0.31
C -1.41 -0.63 0.71
O -1.24 -0.36 1.89
H 2.60 0.61 0.64
H -0.57 -1.03 -1.25
H -2.39 -0.98 0.33
N 0.95 1.40 -1.39
N -0.13 1.59 -1.45

Summary:
* E_LUMO: -0.015 Ha
* SMILES string: N=C=CC=O.N#N
* total charge: 0
* 2S+1: 1
* highest occupied orbital energy: -8.7 eV
* energy relative to the best compared isomer or geometry (same formula, charge and spin): 260.2 kJ/mol
* gap between HOMO and LUMO: 8.2809 eV
* molecular weight: 97.077 u

Molecular formula: C3H3N3O
Method: DFT, wB97M-V/def2-TZVPD

Element x y z (Å)
C -2.46 0.28 0.04
C -1.14 -0.38 0.02
C 1.34 -0.15 -0.08
N -3.51 0.75 0.01
N -1.07 -1.62 0.11
N 1.67 1.12 -0.07
O 1.74 -1.26 -0.04
H 2.62 1.49 0.01
H 0.94 1.81 -0.09
H -0.13 -2.04 0.08

Summary:
* E_LUMO (spin up / spin down): -0.025 / -0.025 Ha
* total charge: 0
* 2S+1: 1
* highest occupied orbital energy (spin up / spin down): -8.4 / -8.4 eV
* energy relative to the best compared isomer or geometry (same formula, charge and spin): 366.7 kJ/mol
* gap between HOMO and LUMO (spin up / spin down): 7.7242 / 7.7305 eV
* molecular weight: 97.077 u

Molecular formula: C3H3N3O
Method: DFT, wB97M-V/def2-TZVPD

Element x y z (Å)
N -1.21 0.07 2.03
C -0.64 0.49 1.03
N -0.18 0.18 -1.58
N -0.71 0.72 -2.49
O 1.96 -2.10 0.57
C 1.33 -1.56 -0.19
C 0.06 0.79 -0.03
H -2.20 0.30 2.05
H 0.36 -0.71 -1.54
H 0.57 1.74 -0.07

Summary:
* E_LUMO: 0.017 Ha
* total charge: 0
* 2S+1: 1
* highest occupied orbital energy: -8.4 eV
* energy relative to the best compared isomer or geometry (same formula, charge and spin): 489.5 kJ/mol
* gap between HOMO and LUMO: 8.8192 eV
* molecular weight: 97.077 u

Molecular formula: C3H3N3O2
Method: DFT, wB97M-V/def2-TZVPD

Element x y z (Å)
N 2.31 -0.20 -0.07
N 1.26 -1.04 -0.02
C 0.17 -0.47 -0.13
N -0.04 0.94 -0.02
C -1.32 1.02 -0.13
C -1.94 -0.37 -0.07
O -3.13 -0.68 0.08
O -0.99 -1.23 -0.13
H 2.30 0.76 0.36
H 3.22 -0.69 0.19
H -1.86 1.95 -0.07

Summary:
* E_LUMO: -0.034 Ha
* SMILES string: N/N=C1\N=CC(=O)O1
* total charge: 0
* 2S+1: 1
* highest occupied orbital energy: -9.2 eV
* energy relative to the best compared isomer or geometry (same formula, charge and spin): 292.6 kJ/mol
* gap between HOMO and LUMO: 8.2818 eV
* molecular weight: 113.076 u

Molecular formula: C3H3N3O2
Method: DFT, wB97M-V/def2-TZVPD

Element x y z (Å)
O -0.68 -2.16 0.17
C 0.34 -1.98 0.81
O 0.96 -0.83 0.81
C 0.37 0.14 0.11
C -0.90 0.23 -0.37
N -0.99 1.51 -0.77
N 0.18 2.13 -0.67
N 1.05 1.30 -0.17
H 0.77 -2.68 1.59
H -1.74 -0.50 -0.33
H -1.83 2.09 -1.05

Summary:
* E_LUMO: 0.028 Ha
* SMILES string: O=COc1c[nH]nn1
* total charge: 0
* 2S+1: 1
* highest occupied orbital energy: -9.7 eV
* energy relative to the best compared isomer or geometry (same formula, charge and spin): 275.6 kJ/mol
* gap between HOMO and LUMO: 10.4736 eV
* molecular weight: 113.076 u

Molecular formula: C3H3N3O2
Method: DFT, wB97M-V/def2-TZVPD

Element x y z (Å)
C -1.07 -0.93 -1.09
C -0.22 -0.15 -0.17
N 1.13 -0.63 -0.01
N 1.83 0.26 0.59
C 1.23 1.25 1.27
O 2.02 2.04 1.86
O -0.17 1.17 1.45
N -0.92 0.62 0.44
H -1.29 -2.05 -0.67
H -0.53 -1.06 -2.09
H -2.01 -0.52 -1.57

Summary:
* E_LUMO: -0.082 Ha
* SMILES string: Cc1nnc(=O)on1
* total charge: 0
* 2S+1: 1
* highest occupied orbital energy: -10.8 eV
* energy relative to the best compared isomer or geometry (same formula, charge and spin): 606.5 kJ/mol
* gap between HOMO and LUMO: 8.5894 eV
* molecular weight: 113.076 u

Molecular formula: C3H3N3O2
Method: DFT, wB97M-V/def2-TZVPD

Element x y z (Å)
H -3.23 -0.81 0.07
N -2.28 -1.16 -0.07
C -1.20 -0.48 -0.02
C -1.36 1.04 0.13
N -0.19 1.73 -0.02
O 1.05 0.96 -0.26
C 1.12 -0.35 0.07
O 2.45 -0.53 0.15
N 0.07 -1.15 -0.08
H -2.16 1.76 0.72
H 2.81 -1.64 0.16

Summary:
* E_LUMO: -0.006 Ha
* SMILES string: [H]/N=c1\cnoc(O)n1
* total charge: 0
* 2S+1: 1
* highest occupied orbital energy: -9.6 eV
* energy relative to the best compared isomer or geometry (same formula, charge and spin): 566.5 kJ/mol
* gap between HOMO and LUMO: 9.4155 eV
* molecular weight: 113.076 u

Molecular formula: C3H3N3O2
Method: DFT, wB97M-V/def2-TZVPD

Element x y z (Å)
O -2.07 -1.08 -0.07
C -1.37 -0.13 -0.09
O -1.76 1.09 0.15
N 0.05 -0.05 -0.10
N 0.77 1.15 -0.13
C 2.00 0.69 -0.05
C 2.05 -0.68 0.15
N 0.87 -1.18 0.03
H -2.78 0.98 0.42
H 2.76 1.45 -0.02
H 2.91 -1.28 0.23

Summary:
* E_LUMO: 0.013 Ha
* SMILES string: O=C(O)n1nccn1
* total charge: 0
* 2S+1: 1
* highest occupied orbital energy: -10.7 eV
* energy relative to the best compared isomer or geometry (same formula, charge and spin): 228.9 kJ/mol
* gap between HOMO and LUMO: 11.0277 eV
* molecular weight: 113.076 u